Record 1
Here is a structure of composition C46H76HfN6O8 from OMol25. Energies are from the ωB97M-V functional and the def2-TZVPD basis.

Structure (ORCA input):
```
! RIJCOSX wB97M-V def2-TZVPD def2/J DEFGRID3
* xyz 0 1
Hf -0.82169 0.27387 0.49840
C 3.90791 0.41956 1.11941
C 3.41287 0.58466 2.60437
C 4.54538 1.51060 3.25318
C 4.15681 1.96658 4.67562
C 2.78591 2.67714 4.67689
C 1.62479 1.78972 4.11184
N 2.07653 1.25623 2.75611
O 1.04407 0.61865 1.96204
C 0.40445 2.76080 3.98858
C 1.33807 0.61598 5.09404
C 3.36024 -0.76635 3.30689
H 4.79511 -0.21313 1.09356
H 4.06042 1.43749 0.76072
H 3.19521 -0.02259 0.42322
H 4.71555 2.47339 2.77132
H 5.50062 0.98611 3.27597
H 4.85556 2.76312 4.93133
H 4.16574 1.13632 5.38179
H 2.88221 3.60248 4.10892
H 2.62356 2.97945 5.71147
H 0.39840 3.54436 3.23089
H 0.15358 3.29094 4.90733
H -0.48134 2.14678 3.82592
H 1.05757 -0.31650 4.60424
H 0.59729 0.95142 5.81986
H 2.19093 0.27211 5.67926
H 2.36644 -1.19747 3.18605
H 3.70181 -0.79657 4.34155
H 4.02615 -1.43376 2.75989
C -5.02351 1.00931 -1.31989
C -4.46634 -0.03382 -2.33057
C -5.35566 0.11381 -3.65298
C -4.95801 1.32914 -4.43217
C -3.50344 1.29123 -4.84132
C -2.48834 1.13315 -3.62958
N -3.01558 0.10015 -2.67432
O -2.14780 -0.23849 -1.56623
C -2.43376 2.58340 -2.97178
C -1.15031 0.87076 -4.34276
C -4.72476 -1.44143 -1.55626
H -5.15410 1.99736 -1.76125
H -4.31464 1.22534 -0.52056
H -5.95475 0.77598 -0.80370
H -6.34118 0.45570 -3.33682
H -5.59778 -0.77058 -4.24232
H -5.06470 2.22944 -3.82706
H -5.62121 1.33891 -5.29713
H -3.41667 2.27968 -5.29248
H -3.30892 0.49697 -5.56204
H -3.35135 2.86180 -2.45348
H -2.01551 3.29175 -3.68690
H -1.81537 2.42013 -2.08914
H -0.76148 1.63063 -5.02062
H -1.25778 -0.06558 -4.89032
H -0.34837 0.89497 -3.60492
H -4.39948 -2.29219 -2.15502
H -5.75595 -1.63971 -1.26401
H -4.26410 -1.34723 -0.57289
C 1.48067 -3.96297 2.08902
C 1.50205 -3.77279 0.56603
C 2.06336 -5.13974 -0.04528
C 1.10130 -6.22900 -0.25805
C -0.10679 -5.66194 -0.97857
C -0.79410 -4.44759 -0.36463
N 0.26477 -3.40443 -0.15209
O -0.30384 -2.15474 0.27368
C -1.56384 -4.92034 0.88126
C -1.86201 -3.90205 -1.43518
C 2.70182 -2.77151 0.11785
H 1.22479 -3.00506 2.54182
H 2.43187 -4.35604 2.44795
H 0.68418 -4.62815 2.42253
H 2.80527 -5.48092 0.67670
H 2.47352 -4.86506 -1.01710
H 0.83546 -6.62795 0.72086
H 1.57727 -7.09097 -0.72557
H -0.80288 -6.47472 -1.18584
H 0.14345 -5.38048 -2.00145
H -1.90491 -4.12855 1.54824
H -1.03318 -5.63359 1.51194
H -2.42707 -5.53877 0.63534
H -2.57307 -4.65381 -1.77770
H -1.44044 -3.67832 -2.41513
H -2.55311 -3.11061 -1.14515
H 3.05867 -2.82726 -0.91057
H 3.57390 -2.89266 0.76041
H 2.30016 -1.76131 0.19706
C -1.75518 4.84083 0.66991
C -2.45756 3.53185 1.19674
C -3.99295 3.63544 1.08200
O -1.92378 2.32065 0.71188
H -2.18460 5.75841 1.07207
H -1.59749 4.81281 -0.40826
H -0.68376 4.78620 0.86272
H -2.31263 3.46306 2.27487
H -4.36082 4.58275 1.47617
H -4.56886 2.83840 1.55226
H -4.25800 3.76491 0.03268
N -3.25110 0.35478 3.17220
C -3.70023 -0.35129 2.11701
C -2.84330 -1.43720 2.03708
C -1.67881 -1.20784 2.73940
C -1.93045 -0.03148 3.39349
H -3.74275 1.08765 3.66339
H -4.62139 -0.16070 1.58642
H -2.98195 -2.35317 1.48193
H -0.91594 -1.96428 2.85005
H -1.39954 0.36256 4.24746
C 4.82928 4.88332 0.39595
C 3.86132 4.60902 1.31145
C 2.69256 3.99752 0.88840
C 2.46922 3.75921 -0.52552
C 3.43941 4.20486 -1.46233
C 4.59302 4.82013 -0.97956
N 1.23681 3.13890 -0.98769
O 0.70308 2.22651 -0.39914
O 0.81665 3.54450 -2.04456
H 5.73414 5.33801 0.77133
H 4.10278 4.80749 2.34523
H 1.91560 3.73671 1.59176
H 3.34630 4.07863 -2.53088
H 5.30252 5.19872 -1.70045
C 2.30161 -3.24745 -5.07859
C 1.31356 -3.34506 -4.10069
C 1.07286 -2.39035 -3.11322
C 1.92730 -1.27186 -3.12044
C 2.95584 -1.13958 -4.13559
C 3.09040 -2.10916 -5.10971
N 1.71415 -0.15522 -2.16642
O 2.49302 0.83304 -2.20667
O 0.78217 -0.23785 -1.32050
H 2.47284 -4.02912 -5.80390
H 0.74338 -4.25937 -4.17371
H 0.27234 -2.54719 -2.40544
H 3.62463 -0.29796 -4.03178
H 3.86773 -2.09137 -5.85928
*
```

Computed properties:
Orbital gap, eV: 5.2
Total energy, Ha: -2776.3313
Largest force on an atom, eV Å⁻¹: 3.666

---

Record 2
Here is a cluster of 6 separate species, C46H91ClN3O18S in total from OMol25. Energies are from the ωB97M-V functional and the def2-TZVPD basis.

Structure (ORCA input):
```
! RIJCOSX wB97M-V def2-TZVPD def2/J DEFGRID3
* xyz 1 1
C -6.21354 0.13374 1.49490
C -5.37808 0.90616 0.82313
N -4.14726 0.39766 0.27171
C -2.98252 0.30748 0.90790
N -2.90815 0.61732 2.20499
C -1.62338 0.59699 2.94473
C -1.53503 -0.67117 3.83050
C -2.86570 -1.31990 4.22824
C -3.44816 -2.28913 3.18945
C -2.48910 -3.36492 2.65095
C -1.63920 -4.09898 3.69445
C -0.29732 -4.61088 3.14444
C 0.75198 -4.73471 4.25156
C 1.30669 -3.38560 4.69356
O 0.76259 -3.01328 5.94546
C 1.50880 -1.99213 6.56761
C -0.40377 0.79160 1.99119
C 0.86962 0.45278 2.81125
C 2.21552 1.02416 2.33048
C 3.39570 0.27418 2.98422
C 4.51523 -0.15883 2.01706
C 5.10238 -1.54965 2.31574
C 6.50272 -1.53851 2.95165
C 6.65610 -2.58897 4.04874
C -0.23470 2.26009 1.52960
C -1.43321 3.10432 1.07763
C -1.81285 2.97302 -0.40496
Cl -0.96283 4.82772 1.37691
C -0.63722 -0.29213 0.91475
S 0.56473 -0.60762 -0.41726
C 1.85139 -1.61320 0.27652
O -0.15668 -1.45339 -1.33154
O 1.07909 0.62732 -0.94141
N -1.91550 -0.13729 0.21450
H -5.93517 -0.83540 1.88868
H -7.21982 0.48234 1.68326
H -5.57202 1.95969 0.65163
H -4.17571 0.10442 -0.69409
H -3.53109 1.37560 2.45076
H -1.65857 1.45960 3.61211
H -0.91129 -1.43565 3.37058
H -1.01655 -0.38785 4.74610
H -2.69784 -1.85264 5.16312
H -3.61472 -0.55736 4.45853
H -4.30435 -2.78478 3.65095
H -3.81631 -1.72721 2.32934
H -3.11325 -4.09928 2.13715
H -1.84884 -2.95281 1.86409
H -1.43257 -3.46719 4.55977
H -2.19103 -4.96960 4.05216
H 0.08289 -3.92096 2.37904
H -0.43399 -5.58026 2.66319
H 0.29391 -5.20742 5.12242
H 1.56961 -5.38377 3.93834
H 2.40113 -3.40677 4.76561
H 1.04166 -2.60953 3.95858
H 1.59614 -1.10596 5.92420
H 0.98985 -1.71290 7.48097
H 2.51570 -2.33753 6.82293
H 0.70673 0.85761 3.81356
H 0.96075 -0.62500 2.92436
H 2.31135 1.04766 1.24391
H 2.25648 2.06506 2.65046
H 3.01360 -0.60297 3.51531
H 3.82825 0.90508 3.76161
H 5.31449 0.58201 2.07120
H 4.14770 -0.10688 0.99144
H 4.43067 -2.08853 2.99163
H 5.13168 -2.13338 1.39281
H 6.67017 -0.55646 3.40068
H 7.27184 -1.68296 2.19356
H 6.02917 -2.32774 4.90362
H 7.68592 -2.62723 4.40188
H 6.38020 -3.58354 3.69559
H 0.52804 2.33454 0.75609
H 0.16202 2.76995 2.40714
H -2.29493 2.98127 1.72700
H -1.73318 3.91915 -0.93044
H -2.83131 2.59985 -0.51476
H -1.13502 2.27386 -0.90039
H -0.67883 -1.25101 1.43660
H 1.56342 -2.63624 0.04670
H 2.75964 -1.35358 -0.26099
H 1.95930 -1.49980 1.35079
H -1.84746 0.28936 -0.70305
C -0.87789 2.23470 -4.38234
C -0.78047 2.59282 -5.84707
O -2.05059 3.03522 -6.35845
C -2.42771 4.26379 -6.00491
O -1.80453 5.02181 -5.30252
O -3.61062 4.50880 -6.55809
C -4.18636 5.77933 -6.22311
H -1.68174 1.51191 -4.22386
H 0.05661 1.81073 -4.01360
H -1.10275 3.12685 -3.79749
H -0.53136 1.72665 -6.45575
H -0.02158 3.35643 -6.01789
H -3.48436 6.58444 -6.42850
H -4.47519 5.79902 -5.17346
H -5.06650 5.87331 -6.85038
C -2.45003 -3.57928 -3.35449
C -2.20423 -4.98368 -2.85114
O -2.99157 -5.27893 -1.68008
C -4.27021 -5.57941 -1.91356
O -4.80157 -5.65330 -2.98978
O -4.86551 -5.78055 -0.73590
C -6.26704 -6.06843 -0.81475
H -2.26926 -2.85510 -2.55803
H -1.77334 -3.35922 -4.18020
H -3.47438 -3.46909 -3.70849
H -1.17415 -5.10338 -2.52124
H -2.40922 -5.72875 -3.61864
H -6.45161 -6.90259 -1.48742
H -6.81470 -5.19311 -1.16083
H -6.56974 -6.32558 0.19555
C -0.54001 7.33013 -8.59267
C 0.21500 6.21536 -7.90408
O 1.13569 5.55709 -8.79378
C 2.27160 6.21522 -9.02512
O 2.59442 7.26802 -8.53759
O 2.99859 5.50140 -9.88411
C 4.23659 6.11344 -10.26475
H -1.03969 6.95519 -9.48667
H -1.29058 7.73909 -7.91532
H 0.13429 8.13305 -8.88587
H -0.46573 5.42907 -7.58664
H 0.75057 6.57603 -7.02662
H 4.81854 6.38283 -9.38623
H 4.04944 7.00258 -10.86431
H 4.76129 5.36811 -10.85402
C 11.31658 -6.60815 3.38091
C 10.74581 -6.91551 4.74717
O 11.54891 -6.35638 5.80228
C 11.39337 -5.05178 6.01194
O 10.63053 -4.32221 5.42827
O 12.22368 -4.68476 6.98594
C 12.20337 -3.28725 7.29436
H 12.35261 -6.94170 3.31830
H 10.73799 -7.12456 2.61445
H 11.28434 -5.53879 3.17825
H 10.75419 -7.98596 4.94182
H 9.72196 -6.55513 4.84519
H 11.18881 -2.95365 7.50116
H 12.61578 -2.71179 6.46718
H 12.82623 -3.17430 8.17593
C -10.11685 4.66531 -3.59392
C -9.53129 5.71959 -2.68359
O -8.49946 5.17779 -1.82713
C -7.32211 4.99163 -2.40374
O -7.02094 5.24541 -3.54083
O -6.48623 4.46753 -1.49123
C -5.18881 4.17316 -2.00596
H -10.48363 3.81939 -3.01171
H -10.95008 5.08762 -4.15520
H -9.37275 4.30379 -4.30190
H -10.27821 6.10137 -1.99154
H -9.12243 6.55759 -3.24639
H -4.75046 5.04012 -2.49555
H -5.23940 3.34215 -2.71061
H -4.58676 3.89635 -1.14399
*
```

Computed properties:
Orbital gap, eV: 9.4
Total energy, Ha: -4184.1074
Largest force on an atom, eV Å⁻¹: 0.900

---

Record 3
Here is a cluster of 4 separate species, C46H97N10O7P3 in total from OMol25. Energies are from the ωB97M-V functional and the def2-TZVPD basis.

Structure (ORCA input):
```
! RIJCOSX wB97M-V def2-TZVPD def2/J DEFGRID3
* xyz 0 1
C -2.54658 -1.53180 -2.14033
C -3.26638 -1.71746 -3.34298
C -2.60108 -1.60542 -4.80379
O -3.37522 -1.90393 -5.76028
O -1.27140 -1.16232 -5.01283
C -0.50463 -2.08994 -5.82664
C 0.60514 -2.90612 -4.97168
C 1.18389 -2.03420 -3.71857
C 1.73973 -0.57854 -4.20180
C 2.26499 0.26226 -2.94214
C 2.12925 1.85936 -3.08148
C 0.99476 2.50104 -2.10046
C -0.34998 1.77455 -2.56106
C -1.70531 2.37353 -1.93207
C -2.95682 2.19075 -2.91424
C -4.38921 2.53763 -2.27979
C -4.41171 2.71625 -0.68649
O 0.96836 3.88566 -2.61076
C 2.04840 4.69779 -2.10138
O 2.52126 5.74744 -2.57325
C 2.42008 3.89860 -0.74806
C 1.38571 2.64760 -0.56374
C 0.36056 3.24578 0.51319
N 0.03208 4.69671 0.33720
C -0.36378 5.15971 1.72955
C 2.29727 1.55601 0.17380
C 1.47410 0.44331 0.98957
C 0.08105 -0.09904 0.61221
C -0.70566 -1.16341 1.46122
C -0.02540 -1.68106 2.75010
C 1.36978 -1.16596 3.17935
C 2.13291 -1.64937 4.49763
C 2.11823 -0.10954 2.29505
H -3.08274 -1.75903 -1.14787
H -1.46620 -1.17630 -2.08164
H -4.37628 -1.97212 -3.25007
H 0.07229 -1.48182 -6.60984
H -1.12719 -2.85653 -6.39372
H 1.49538 -3.23799 -5.62342
H 0.09297 -3.86593 -4.61880
H 0.32114 -1.94030 -2.95603
H 1.99273 -2.66534 -3.19516
H 0.96267 0.03261 -4.76902
H 2.64571 -0.81438 -4.88135
H 1.74921 -0.05304 -1.95747
H 3.37979 -0.01368 -2.79671
H 3.16513 2.29819 -2.81199
H 1.95196 2.10578 -4.17966
H -0.43353 1.93668 -3.70453
H -0.37605 0.64672 -2.39925
H -1.84280 1.84010 -0.91432
H -1.57805 3.50206 -1.74430
H -2.79845 2.92208 -3.79767
H -2.90664 1.14371 -3.37875
H -5.07712 1.63558 -2.51277
H -4.90813 3.44547 -2.73755
H -3.76546 3.58900 -0.32737
H -5.47548 2.73746 -0.23542
H -3.92375 1.76399 -0.24236
H 3.43773 3.38684 -0.91625
H 2.63043 4.54738 0.17818
H 0.88666 3.16433 1.54137
H -0.62347 2.67630 0.62527
H -0.83227 4.82583 -0.20945
H -1.05399 4.38406 2.24180
H 0.62961 5.23878 2.31688
H -0.91074 6.16011 1.69782
H 3.10966 1.08897 -0.50476
H 2.89844 2.13388 0.97748
H -0.46487 0.28421 -0.30820
H -1.73635 -1.49876 1.08574
H -0.58598 -2.42750 3.40289
H 1.50297 -1.61579 5.44872
H 3.07249 -0.99051 4.62272
H 2.51666 -2.71022 4.28856
H 3.13822 0.28398 2.60537
C -3.26202 4.86132 6.49279
N -2.05339 4.49919 7.20354
C -1.89991 3.04715 7.26520
P -0.58459 5.37794 7.24082
O -0.03901 4.76392 5.93864
N -0.67699 6.96486 6.59551
C -1.88096 7.64715 6.17709
C 0.43110 7.35925 5.72287
N -1.13445 6.07450 8.76946
C -2.25163 5.66452 9.60098
C -0.38710 7.18486 9.34265
H -4.10161 4.23375 6.81760
H -3.15388 4.75717 5.41009
H -3.59599 5.86626 6.73525
H -1.41238 2.76706 8.20617
H -1.29692 2.65920 6.43810
H -2.85932 2.52239 7.24700
H -2.33083 7.17900 5.29531
H -1.67696 8.69272 5.92146
H -2.60852 7.69886 6.99080
H 0.28470 6.99846 4.69822
H 1.37823 6.96027 6.09583
H 0.54424 8.44675 5.69411
H -3.18995 6.07928 9.22382
H -2.14209 6.01522 10.63391
H -2.33589 4.58094 9.67819
H -0.92682 8.12990 9.21205
H 0.59817 7.28937 8.88294
H -0.19841 7.04419 10.41698
C 5.17358 -1.53688 -9.44627
N 6.32575 -1.29943 -8.60161
C 6.76025 0.09309 -8.69154
P 6.67986 -2.06650 -7.11285
O 5.82508 -1.10246 -6.26898
N 5.70947 -3.43419 -6.75089
C 4.75221 -4.05984 -7.63531
C 5.22183 -3.51654 -5.37329
N 7.72042 -3.16920 -8.02113
C 8.17345 -3.05977 -9.39610
C 8.25806 -4.34164 -7.34557
H 5.31373 -1.06782 -10.42831
H 4.25066 -1.14808 -9.00834
H 5.05203 -2.58869 -9.68955
H 7.84961 0.14765 -8.58339
H 6.30718 0.71886 -7.91622
H 6.52353 0.54511 -9.65884
H 3.89526 -3.40846 -7.83708
H 4.36063 -4.98809 -7.20471
H 5.22271 -4.36728 -8.57237
H 4.31791 -2.91289 -5.22795
H 5.98527 -3.16899 -4.67211
H 4.99454 -4.54882 -5.09188
H 7.40751 -3.41982 -10.08775
H 9.07296 -3.65935 -9.57852
H 8.45489 -2.04095 -9.66055
H 7.73885 -5.25196 -7.66686
H 8.16442 -4.26154 -6.26027
H 9.33235 -4.47356 -7.54044
C -3.12368 -6.42912 5.37271
N -3.67591 -5.12912 5.05217
C -2.99140 -4.07412 5.79616
P -4.33241 -4.63721 3.54953
O -2.97287 -4.24291 2.94228
N -4.60004 -5.90772 2.42866
C -4.46227 -7.32250 2.69337
C -4.19327 -5.63140 1.04912
N -5.92536 -5.02003 4.21232
C -6.28839 -5.30484 5.58889
C -7.07334 -5.02943 3.31662
H -2.97646 -6.52779 6.45563
H -2.16533 -6.60640 4.87809
H -3.81281 -7.23660 5.14213
H -3.69827 -3.27043 6.03211
H -2.15846 -3.64299 5.23149
H -2.59344 -4.42516 6.75241
H -3.42100 -7.60376 2.88154
H -4.81258 -7.92147 1.84567
H -5.09464 -7.63109 3.52939
H -3.12161 -5.80803 0.90231
H -4.41046 -4.59350 0.78223
H -4.74702 -6.25448 0.34107
H -6.07697 -6.34762 5.83898
H -7.35768 -5.14538 5.77048
H -5.78114 -4.64929 6.29607
H -7.39186 -6.05518 3.09812
H -6.85138 -4.53297 2.36938
H -7.93146 -4.48754 3.74019
*
```

Computed properties:
Orbital gap, eV: 7.2
Total energy, Ha: -3908.5875
Largest force on an atom, eV Å⁻¹: 7.140